(1)
Here is a molecular structure, C31H57BClN3O13V in a non-equilibrium geometry from the Open Molecules 2025 dataset. Energies are from wB97M-V/def2-TZVPD.

```
107
Properties=species:S:1:pos:R:3:forces:R:3
O -1.725 0.691 3.458 1.059 -0.141 -0.573
V -0.642 -0.452 3.284 -0.593 -0.987 0.926
O -0.093 -0.680 1.783 -0.768 0.733 1.425
Cl -0.134 -1.714 5.411 -0.005 1.001 -1.480
O -2.429 -4.523 4.238 -0.200 -0.201 0.278
C -2.693 -4.282 3.104 0.709 1.755 0.059
O -2.989 -5.073 2.127 -0.183 -0.977 -0.204
B -3.070 -4.356 0.856 -0.077 -0.495 -0.772
O -3.043 -2.917 1.209 0.633 0.222 0.591
C -2.644 -2.819 2.459 -0.592 -1.602 -0.413
O -2.322 -1.818 3.038 0.825 0.918 0.305
O -1.946 -4.742 -0.047 -0.867 0.204 1.152
C -2.429 -5.526 -0.999 1.338 1.102 -0.481
O -1.756 -5.890 -1.920 -0.596 -0.929 -0.028
C -3.950 -5.541 -0.867 -0.668 0.626 -0.619
O -4.294 -4.743 0.143 0.402 -0.195 0.142
O -4.701 -5.991 -1.678 -0.185 -0.482 0.087
C -0.277 -1.158 -3.237 -0.285 -0.207 0.865
C 0.605 -2.407 -3.140 1.120 -0.037 -1.348
C 1.724 -2.272 -4.170 1.697 0.401 -0.270
C 2.748 -1.227 -3.767 1.449 1.246 0.211
C 3.458 -1.660 -2.472 -2.981 -0.090 -0.705
C 2.329 -1.746 -1.375 2.199 -0.843 0.190
N 1.323 -2.731 -1.846 -0.716 0.845 -0.990
O 0.356 -2.998 -0.840 0.100 0.774 -0.410
C 3.039 -2.455 -0.193 -1.929 1.096 1.062
C 1.949 -0.331 -0.918 -0.263 0.750 0.292
C -0.198 -3.637 -3.561 -0.850 0.292 0.075
H -0.610 -1.040 -4.268 -0.510 -0.470 0.071
H 0.117 -0.162 -3.021 0.539 -0.386 0.370
H -1.083 -1.330 -2.514 -0.055 0.057 -0.827
H 2.237 -3.238 -4.229 0.018 0.002 -0.041
H 1.511 -1.982 -5.203 -1.161 -0.360 0.141
H 2.310 -0.223 -3.703 -0.331 -0.166 0.372
H 3.526 -1.022 -4.515 -0.149 -0.618 -0.353
H 4.273 -1.034 -2.123 0.163 -0.093 -0.099
H 3.698 -2.687 -2.753 0.836 -0.059 0.731
H 2.225 -2.720 0.495 0.124 -0.904 -0.308
H 3.633 -3.304 -0.504 0.145 -0.007 0.138
H 3.482 -1.719 0.485 1.153 -0.263 -0.910
H 1.574 0.393 -1.646 -0.102 -0.491 -0.368
H 1.255 -0.268 -0.074 -0.067 -0.417 -0.079
H 2.856 0.164 -0.554 0.084 -0.267 -0.015
H 0.479 -4.447 -3.820 -0.131 -0.303 0.563
H -0.828 -3.500 -4.447 0.387 0.593 -0.214
H -0.953 -3.878 -2.814 0.511 -0.490 0.269
H -0.172 -2.180 -0.815 -0.150 -0.216 0.513
C -3.557 1.003 0.832 0.069 0.638 0.516
C -3.221 1.203 -0.636 0.540 -0.528 0.246
C -4.482 0.944 -1.439 -0.544 -0.380 -1.693
C -4.377 1.458 -2.864 1.363 0.765 -0.839
C -3.994 2.950 -2.919 -1.275 -0.568 0.754
C -2.706 3.248 -2.122 0.300 -0.423 0.259
N -2.858 2.625 -0.796 -1.666 0.424 -0.538
O -2.040 3.172 0.207 0.432 -0.376 -0.221
C -1.535 2.659 -2.931 -0.353 -0.375 -0.881
C -2.502 4.753 -1.977 0.557 0.169 -0.322
C -2.074 0.194 -1.003 -1.270 0.599 0.190
H -4.236 1.808 1.135 0.075 0.066 0.097
H -2.641 1.076 1.416 -0.215 -0.095 0.158
H -4.080 0.085 1.096 0.240 -0.279 -0.449
H -4.642 -0.117 -1.660 0.120 -0.216 1.012
H -5.401 1.331 -0.991 0.235 0.126 0.353
H -5.254 1.264 -3.484 -0.187 0.023 0.275
H -3.559 0.915 -3.353 -0.180 -0.224 -0.057
H -4.869 3.413 -2.444 0.355 0.566 0.170
H -3.994 3.319 -3.946 0.474 0.019 -0.011
H -0.536 2.733 -2.505 -0.068 0.407 0.137
H -1.694 1.605 -3.148 -0.012 -0.121 0.374
H -1.596 3.075 -3.944 0.500 0.417 0.143
H -3.339 5.314 -1.562 -0.221 -0.276 -0.023
H -1.624 4.992 -1.375 -0.034 -0.209 0.082
H -2.269 5.134 -2.975 -0.259 0.146 -0.017
H -2.046 -0.108 -2.048 -0.337 0.650 0.268
H -2.297 -0.712 -0.436 0.455 -0.074 0.173
H -1.136 0.669 -0.721 0.206 -0.374 0.130
H -2.681 3.551 0.819 0.154 0.005 0.072
C 2.848 -0.898 2.703 -0.748 -0.386 1.083
C 3.261 0.520 3.096 0.005 0.075 0.496
C 4.236 1.066 2.069 1.056 0.904 -1.732
C 4.426 2.589 1.978 -1.918 0.226 0.911
C 3.025 3.249 1.879 1.618 -1.191 -0.135
C 2.120 2.822 3.019 -2.475 1.390 -0.071
N 2.056 1.375 3.147 0.736 0.058 -2.090
O 1.031 0.932 3.986 0.512 -0.163 0.357
C 2.351 3.618 4.313 0.480 -0.766 0.844
C 0.683 3.316 2.579 1.286 -0.179 -0.686
C 4.003 0.481 4.433 0.744 -1.268 0.421
H 2.083 -1.208 3.424 0.057 -0.135 -0.023
H 3.632 -1.646 2.841 0.323 0.305 -0.160
H 2.388 -1.036 1.728 0.142 0.619 0.214
H 5.245 0.659 2.171 -0.200 -0.448 0.553
H 3.983 0.744 1.052 -0.471 -0.030 0.206
H 4.964 2.899 1.085 0.525 -0.190 0.233
H 4.821 3.009 2.908 0.731 -0.164 -0.209
H 2.621 2.900 0.926 -0.376 0.322 0.025
H 3.210 4.322 1.883 -0.592 0.105 -0.068
H 1.513 3.506 5.007 -0.265 0.073 -0.305
H 3.181 3.244 4.923 0.369 0.339 -0.349
H 2.454 4.677 4.089 0.157 0.012 0.087
H -0.037 3.022 3.335 -0.370 0.153 -0.300
H 0.732 4.391 2.389 -0.117 0.152 0.683
H 0.484 2.959 1.566 -0.449 -0.661 0.318
H 4.897 -0.132 4.272 0.144 0.238 -0.119
H 3.530 -0.131 5.210 -0.571 0.498 0.044
H 4.354 1.434 4.823 -0.261 0.114 -0.054
H 1.416 0.936 4.880 -0.597 -0.429 0.149
```
Positions in Å, forces in eV/Å.

The energy relative to the best compared isomer or geometry (same formula, charge and spin) is 37.1 kcal per mole. For the energy, the calculation gives -103050.5417 eV. The frontier orbital gap is 7.7 eV. The total charge is -1.

=====

(2)
Here is 2 unconnected molecules or ions with the total composition C7H16NO4P in a non-equilibrium geometry from the Open Molecules 2025 dataset. Energies are from wB97M-V/def2-TZVPD.

```
29
Properties=species:S:1:pos:R:3:forces:R:3
C 2.106 2.893 -0.034 -0.799 -4.132 3.790
C -0.016 3.406 1.268 2.112 -0.686 3.085
C 0.538 -3.462 -1.976 0.316 2.799 -1.927
C -2.635 -2.433 1.145 2.057 -0.450 -0.601
C 0.650 1.019 0.642 2.217 1.698 -1.372
C 0.599 2.522 0.194 1.500 -0.650 -0.087
C -0.832 -0.690 -0.698 -0.221 -1.122 -0.509
N -1.197 -0.225 -1.700 -0.307 -0.517 0.304
O -1.638 0.252 -2.691 -0.016 0.534 -0.456
O 1.190 -2.097 0.579 0.206 0.662 -0.240
O -0.406 -3.309 -0.939 -1.584 -0.370 0.411
O -1.154 -2.404 1.312 -1.235 -0.165 -0.403
P -0.191 -2.148 0.115 0.897 -0.433 0.647
H 2.542 2.909 1.034 -0.258 0.873 -1.726
H 2.223 3.666 -0.667 0.728 3.066 -1.580
H 2.598 2.004 -0.449 -0.036 0.279 -0.298
H 0.413 4.441 1.256 -0.578 -0.847 -0.057
H -1.067 3.409 1.147 -1.191 0.254 0.255
H 0.254 2.949 2.457 -0.789 1.277 -3.521
H 0.298 -2.697 -2.827 -0.047 -1.683 1.054
H 0.639 -4.476 -2.360 -0.269 0.127 0.383
H 1.443 -3.019 -1.596 0.930 -0.677 0.039
H -2.838 -2.620 0.076 -0.358 -0.329 0.703
H -2.953 -1.458 1.408 -0.638 0.804 0.344
H -2.930 -3.191 1.864 -0.471 -0.019 -0.393
H 1.483 1.123 1.348 -0.572 -0.935 0.580
H -0.251 0.620 0.998 -1.082 -0.193 1.171
H 0.117 2.699 -0.761 -0.519 -0.193 -0.131
H 1.016 0.317 -0.146 0.007 1.027 0.536
```
Positions in Å, forces in eV/Å.

The energy relative to the best compared isomer or geometry (same formula, charge and spin) is 99.7 kcal per mole. For the energy, the calculation gives -26484.5420 eV. The frontier orbital gap is 10.8 eV.

=====

(3)
Here is C23H28FN3O5S in the gas phase from the Open Molecules 2025 dataset. Energies are from wB97M-V/def2-TZVPD.

```
61
Properties=species:S:1:pos:R:3:forces:R:3
O 1.720 1.622 -1.194 -0.086 0.342 0.108
C 2.048 0.467 -1.368 0.306 -0.476 0.202
N 2.245 -0.086 -2.571 -0.012 -0.280 -0.365
H 2.552 -1.042 -2.684 -0.031 0.029 0.228
C 2.085 0.625 -3.818 0.104 -0.035 -0.379
C 1.499 -0.321 -4.873 -0.134 0.493 0.075
H 1.598 0.162 -5.855 0.001 -0.054 0.140
C 0.034 -0.732 -4.617 0.139 -0.048 0.017
H -0.553 -0.587 -5.523 -0.029 0.026 -0.015
H -0.427 -0.155 -3.818 0.040 -0.007 -0.102
C 0.123 -2.222 -4.279 0.224 0.027 -0.165
H -0.741 -2.783 -4.621 -0.065 -0.063 0.032
H 0.231 -2.368 -3.204 0.007 -0.043 0.052
C 1.405 -2.623 -5.005 -0.292 -0.324 -0.026
H 1.907 -3.496 -4.584 -0.047 0.016 -0.064
O 2.276 -1.519 -4.863 0.215 0.165 0.138
H 1.204 -2.807 -6.070 0.018 -0.030 0.072
H 3.060 0.988 -4.162 -0.119 0.065 0.021
H 1.423 1.476 -3.650 0.078 -0.036 -0.068
C 2.284 -0.488 -0.180 -0.248 0.263 -0.139
N 1.422 -0.153 0.928 0.398 0.147 -0.005
C 0.104 -0.427 0.932 -0.233 -0.173 0.074
O -0.643 -0.119 1.845 0.033 -0.207 0.077
C -0.447 -1.168 -0.286 0.173 0.053 0.086
N -1.883 -1.076 -0.341 -0.386 0.582 -0.489
S -2.447 0.344 -1.035 -0.301 -0.221 -0.024
O -3.856 0.174 -1.213 -0.045 0.023 0.417
O -1.630 0.568 -2.196 0.217 0.201 0.327
C -2.167 1.645 0.160 -0.185 -0.395 -0.609
C -3.087 1.791 1.180 -0.069 0.070 0.076
C -2.863 2.734 2.166 0.103 0.028 0.012
C -1.712 3.501 2.095 0.036 -0.091 -0.121
C -0.793 3.368 1.069 -0.097 0.025 0.158
C -1.029 2.422 0.086 0.022 0.044 -0.112
H -0.328 2.281 -0.722 0.099 0.033 -0.051
H 0.092 3.984 1.048 0.080 0.089 0.008
F -1.480 4.412 3.061 -0.031 -0.082 -0.087
H -3.553 2.875 2.983 -0.061 0.032 0.069
H -3.967 1.167 1.185 -0.151 -0.018 0.097
H -2.306 -1.210 0.569 -0.128 0.011 0.160
H -0.088 -0.727 -1.216 0.221 -0.246 0.022
H -0.157 -2.224 -0.235 0.067 0.120 -0.057
C 1.987 0.593 2.036 0.097 0.073 0.274
H 2.629 1.383 1.640 -0.059 0.003 -0.007
H 1.148 1.045 2.568 0.144 0.038 -0.071
C 2.763 -0.328 2.991 -0.277 0.088 -0.121
C 1.860 -1.436 3.454 0.204 -0.008 0.089
C 0.970 -1.230 4.499 0.057 -0.068 -0.012
C 0.083 -2.222 4.873 -0.057 0.030 0.073
C 0.072 -3.434 4.203 -0.085 -0.081 0.016
C 0.958 -3.650 3.163 -0.056 -0.117 -0.080
C 1.845 -2.656 2.791 0.033 0.037 0.027
H 2.538 -2.832 1.979 0.092 -0.006 -0.073
H 0.956 -4.594 2.637 0.005 -0.078 -0.026
H -0.625 -4.207 4.491 -0.050 -0.061 0.033
H -0.607 -2.048 5.685 -0.059 0.016 0.071
H 0.969 -0.282 5.018 -0.010 0.129 0.059
H 3.637 -0.742 2.484 0.057 0.020 0.040
H 3.107 0.267 3.838 0.094 0.002 -0.006
H 2.145 -1.529 -0.482 0.108 0.022 -0.023
H 3.320 -0.360 0.147 -0.069 -0.096 -0.053
```
Positions in Å, forces in eV/Å.

The energy relative to the best compared isomer or geometry (same formula, charge and spin) is 15.8 kcal per mole. For the energy, the calculation gives -52566.7971 eV. As for the SMILES: O=C(CN(CCc1ccccc1)C(=O)CNS(=O)(=O)c1ccc(F)cc1)NC[C@@H]1CCCO1. The frontier orbital gap is 9.5 eV.

=====

(4)
Here is C3H4N2O in the gas phase in a non-equilibrium geometry from the Open Molecules 2025 dataset. Energies are from wB97M-V/def2-TZVPD.

```
10
Properties=species:S:1:pos:R:3:forces:R:3
C -0.912 -0.092 -0.093 1.497 -2.332 -1.038
C 1.289 0.372 0.067 -1.834 1.845 -0.918
C 1.118 -0.912 -0.009 1.012 -1.202 -0.132
H -2.706 0.434 0.096 0.767 -1.251 0.620
H -0.254 1.796 -0.594 -0.153 1.437 -0.212
H 1.867 0.832 0.781 1.898 1.427 0.686
H 1.815 -1.684 0.103 0.796 -0.926 0.393
N -2.077 -0.417 0.169 -3.259 2.606 -0.560
N -0.024 0.919 -0.237 0.490 -0.708 1.294
O -0.116 -1.248 -0.284 -1.213 -0.897 -0.132
```
Positions in Å, forces in eV/Å.

The energy relative to the best compared isomer or geometry (same formula, charge and spin) is 56.9 kcal per mole. For the energy, the calculation gives -8201.4173 eV. As for the SMILES: [H]/N=c1\[nH]cco1. The frontier orbital gap is 9.3 eV.